Entry a
The following is a quantum chemistry calculation of the molecule C3H6N2O3, from the OMol25 dataset.

Geometry as XYZ:
```
14
C3H6N2O3, DFT ωB97M-V/def2-TZVPD
N -2.4769 0.4619 -0.1298
H -2.6904 -0.0825 0.6927
C 1.7536 0.1918 -0.7350
H 2.6556 -0.4057 -0.8412
C -0.2627 -0.2388 0.7084
O -0.7626 1.3761 -1.3070
O 1.7506 -1.2840 1.2227
N 0.8742 -0.5159 0.1580
H -3.1949 1.0346 -0.5465
H 1.0977 -1.8693 1.6542
H 1.2877 0.2995 -1.7147
O -0.8349 -0.7609 1.6409
C -1.1940 0.6202 -0.4745
H 1.9969 1.1731 -0.3283
```

Results
highest occupied orbital energy	-9.53	eV
orbital gap	10.13	eV
structure (SMILES)	CN(O)C(=O)C(N)=O
LUMO	0.6	eV

Atom-resolved charges from Mulliken, all expressed in e: -0.336 0.228 -0.734 0.293 0.590 -0.571 -0.467 0.106 0.242 0.313 0.335 -0.670 0.380 0.290

Entry b
The following is a quantum chemistry calculation of the molecule C3H6N2O3, from the OMol25 dataset.

Geometry as XYZ:
```
14
C3H6N2O3, DFT ωB97M-V/def2-TZVPD
H -1.6111 0.1601 -1.5251
H -1.6522 1.4803 -0.3163
H -0.0614 2.1201 1.4028
H 2.8004 -0.3382 -1.3740
N 0.7501 1.5770 1.1269
O -0.9094 -1.6455 0.4020
C 0.5482 0.4024 0.7635
C -1.7038 0.4025 -0.4628
O 2.0766 0.1955 -1.0115
H -2.7084 0.0840 -0.1581
O 1.7417 -1.6355 0.2590
N -0.6777 -0.2602 0.3087
H -0.0500 -2.0525 0.6360
C 1.4570 -0.4899 -0.0510
```

Results
highest occupied orbital energy (spin up / spin down)	-8.57 / -8.57	eV
orbital gap (spin up / spin down)	9.22 / 9.22	eV
structure (SMILES)	[H]/N=C(/C(=O)O)N(C)O
LUMO (spin up / spin down)	0.6 / 0.6	eV

Atom-resolved charges from Mulliken, all expressed in e: 0.273 0.317 0.269 0.362 -0.594 -0.443 0.367 -0.873 -0.438 0.295 -0.639 0.103 0.370 0.632

entry a comes first in stability; the runner-up is 28.1 kcal/mol higher.

Entry a
The following is a quantum chemistry calculation of the molecule C3H6N2O3, from the OMol25 dataset.

Geometry as XYZ:
```
14
C3H6N2O3, DFT ωB97M-V/def2-TZVPD
O -0.9251 -0.8633 1.2912
O -0.6499 -1.7141 2.3561
O 1.3709 0.0249 1.0265
H 0.2137 -2.0797 2.0706
N -0.8909 -1.4678 -0.7160
H 0.1853 1.1956 -2.1039
H 0.2542 -0.3549 -2.9916
H 0.1246 2.1737 1.4260
H 1.5535 0.1044 -1.8577
C 0.2307 0.2864 0.7105
H -1.3664 1.5229 0.9212
N -0.3614 1.5168 0.8325
C 0.4809 0.1475 -2.0536
C -0.2201 -0.4923 -0.9119
```

Results
highest occupied orbital energy (spin up / spin down)	-9.22 / -9.22	eV
orbital gap (spin up / spin down)	8.09 / 8.09	eV
LUMO (spin up / spin down)	-1.1 / -1.1	eV

Atom-resolved charges from Mulliken, all expressed in e: -0.306 -0.329 -0.586 0.324 -0.388 0.331 0.350 0.248 0.305 0.799 0.241 -0.474 -1.190 0.676

Entry b
The following is a quantum chemistry calculation of a cluster of 2 separate species, C3H6N2O3 in total, from the OMol25 dataset.

Geometry as XYZ:
```
14
C3H6N2O3, DFT ωB97M-V/def2-TZVPD
H -0.8545 0.9729 -0.5469
N -1.1822 -0.1992 1.8815
H -0.3901 -0.9362 -2.1857
C 0.4289 -0.3168 -1.8339
C -1.0538 -0.9698 0.9569
C 0.0602 0.3993 -0.5873
H -0.1499 1.2039 1.7581
O 0.6216 1.6015 1.2862
H 1.3132 -0.9246 -1.6619
H -1.4962 -0.4467 2.7983
O 2.1363 0.2937 0.3115
H 0.6627 0.4195 -2.6064
O -1.0896 -1.8164 0.1666
N 0.9933 0.7191 0.2631
```

Results
highest occupied orbital energy	-8.95	eV
orbital gap	9.33	eV
structure (SMILES)	C/C=[N+](\[O-])O.N=C=O
LUMO	0.4	eV

Atom-resolved charges from Mulliken, all expressed in e: 0.575 -0.619 0.336 -1.158 0.807 -0.431 0.421 -0.465 0.328 0.239 -0.683 0.324 -0.395 0.719

entry b comes first in stability; the runner-up is 51.9 kcal/mol higher.